An isolated molecule of C21H22Br2N4O4 at a distorted geometry, computed with the ωB97M-V functional and the def2-TZVPD basis.

The energy is -6481.4224 a.u. The structure (SMILES) is NC(=O)C[C@@H](NC(=O)c1cccc(Br)c1)c1ccc(N2CCC(Br)CC2)c([N+](=O)[O-])c1. The HOMO energy comes out at -8.438 eV. As for the strongest force on any atom: 1.3 eV/Å.

Atoms and positions in Å:
H 6.90 1.89 -0.54
C 0.19 0.60 0.58
C -4.64 -0.46 -1.02
O -3.86 -1.25 2.53
Br 8.20 0.12 0.64
N 1.43 2.64 0.50
C -6.39 1.00 -0.30
H -4.72 -1.06 -3.06
C -1.54 -1.59 2.03
H 5.64 -0.89 -0.58
C -0.04 -0.71 0.21
C -5.25 0.28 -0.01
O -3.33 -2.44 -1.13
C -6.93 1.02 -1.58
C 2.19 -0.79 -0.72
N 3.72 1.05 -0.42
H 6.53 -0.14 -1.91
H -1.38 -2.37 0.01
H 6.09 1.98 1.80
N -3.19 -3.36 2.17
C -2.98 -2.03 2.28
O 0.67 3.12 1.32
H 3.64 2.04 1.41
C 1.40 1.23 0.30
C 0.97 -1.38 -0.48
H -6.74 0.28 -3.57
O 2.17 3.31 -0.21
C -6.32 0.28 -2.58
N -2.47 -0.66 -0.03
C 2.47 0.52 -0.30
H -0.83 -2.33 2.40
H 4.07 0.13 -2.25
H 0.81 -2.39 -0.81
C -3.44 -1.29 -0.73
C 5.88 0.06 -1.06
H -1.38 -0.65 2.55
H -4.14 -3.70 2.20
H 5.38 0.36 1.62
H -2.49 -3.98 1.80
H 2.96 -1.36 -1.21
H -0.57 1.18 1.07
H 4.51 2.90 0.14
C -1.35 -1.39 0.51
C 6.56 0.98 -0.06
H 4.85 1.69 -2.02
Br -7.24 2.01 1.08
H -2.67 0.25 0.36
H -4.88 0.24 1.01
C 4.32 1.92 0.57
H -7.81 1.61 -1.78
C -5.19 -0.47 -2.30
C 4.59 0.74 -1.53
C 5.62 1.29 1.09

Here are the Löwdin charges for atoms 1 to 2, given in e:
1. H 0.099
2. C 0.054



An isolated molecule of C7H11ClN2O4S at a distorted geometry, computed with the ωB97M-V functional and the def2-TZVPD basis.

The energy is -1541.9704 a.u. The HOMO energy comes out at -7.144 eV. As for the strongest force on any atom: 4.6 eV/Å.

Atoms and positions in Å:
C -1.96 -0.53 1.84
C 1.17 1.51 1.69
C -0.10 1.09 2.17
H 2.59 -1.97 -0.25
H -2.84 -0.31 1.05
S -0.58 0.44 -1.33
H 0.30 2.45 -1.08
H -0.35 -1.46 -0.08
O -0.01 -0.42 -2.44
Cl 1.81 2.95 2.42
N -3.02 -0.94 -2.32
H 3.13 -0.38 -0.91
H -0.50 1.49 3.09
C 0.07 -0.49 0.26
H -1.36 -0.93 -3.23
H -2.09 -0.26 2.83
N 1.50 -0.28 0.20
H 3.02 1.01 0.49
O -2.38 -0.82 -3.47
O 0.58 1.64 -1.43
C 2.26 -0.98 -0.70
O -2.33 -0.77 -1.28
H -1.98 -1.61 1.80
H 1.68 -1.26 -1.62
C -0.60 0.03 1.44
C 1.99 0.81 0.84

Here are the Löwdin charges for atoms 1 to 2, given in e:
1. C -0.053
2. C -0.688



The ion C4H9O2 with charge -1 at a distorted geometry, computed with the ωB97M-V functional and the def2-TZVPD basis.

Its net charge is -1. The energy is -308.2422 a.u. The structure (SMILES) is C[C@H]([O-])CCO. The HOMO energy comes out at -3.287 eV. As for the strongest force on any atom: 4.9 eV/Å.

Atoms and positions in Å:
H -0.12 1.70 1.16
H 0.57 -0.43 2.37
H -0.48 1.93 -2.11
C 0.45 0.39 -0.66
C 0.46 1.74 -1.45
C -0.31 -0.55 1.68
H 0.75 2.61 -0.77
O -0.27 -1.83 0.98
C -0.36 0.76 0.70
O -0.05 -0.75 -1.27
H 1.33 1.67 -2.29
H 1.57 0.36 -0.46
H -1.39 0.61 0.48
H 0.02 -1.54 -0.01
H -1.08 -0.41 2.33

Here are the Löwdin charges for atoms 1 to 2, given in e:
1. H 0.069
2. H 0.084



An isolated molecule of C2H4N2O2 at a distorted geometry, computed with the ωB97M-V functional and the def2-TZVPD basis.

The energy is -338.4412 a.u. The structure (SMILES) is O/N=C\C=N\O. The HOMO energy comes out at -9.711 eV. As for the strongest force on any atom: 4.9 eV/Å.

Atoms and positions in Å:
N -0.85 0.78 1.67
O 1.17 -0.39 -1.95
O -0.10 1.75 1.18
N 0.94 -0.13 -0.54
C -0.88 -0.34 1.03
H 0.44 1.42 0.46
H 1.65 0.42 -2.28
H -0.75 -1.63 -0.77
H -1.47 -1.06 1.47
C -0.16 -0.82 -0.26

Here are the Löwdin charges for atoms 1 to 2, given in e:
1. N -0.017
2. O -0.111



A cluster of 10 separate species, C30H44O27P in total at a distorted geometry, computed with the ωB97M-V functional and the def2-TZVPD basis.

Its net charge is -1. The energy is -3542.3473 a.u. The HOMO energy comes out at -1.892 eV. As for the strongest force on any atom: 3.2 eV/Å.

Atoms and positions in Å:
O -5.60 1.98 0.68
C 9.43 1.73 -6.95
O 2.70 -5.31 7.80
H 10.24 2.23 -7.49
H 1.18 0.04 3.51
O -2.26 6.07 -8.33
H -2.01 -3.99 -1.84
H -0.18 0.73 2.59
H -3.37 -1.80 -0.20
P -1.10 2.51 -2.71
H 4.09 1.79 -3.85
O -1.35 -2.07 -2.12
O -1.30 -1.31 6.15
O -6.31 0.52 2.29
C -0.41 3.97 -3.80
C 0.53 -3.10 12.20
H 4.96 4.01 -3.65
C 2.99 4.13 -5.61
H 1.63 -5.43 13.96
C -2.37 -2.96 -1.73
H 4.40 1.73 -5.60
C -4.91 1.80 -0.54
C 1.93 -4.40 8.06
C 0.02 -3.29 8.35
O -0.59 0.15 4.53
O 0.35 -4.33 12.76
H -0.03 3.97 -0.93
O -5.29 -3.00 -1.72
C -0.97 5.55 -8.05
H 3.51 -3.80 12.82
O -0.57 -2.06 4.11
C -2.62 -2.59 -0.31
O 2.26 -3.29 8.77
C 1.64 -4.85 13.04
H -0.73 -2.80 7.72
C -0.70 -1.68 -0.98
H 0.48 -1.92 2.33
C -0.36 0.95 -3.54
O 0.62 -4.37 7.67
O 7.38 2.54 -4.35
O -5.58 -0.23 0.26
O 4.29 4.52 -5.51
H 0.76 1.16 -3.88
H 5.97 3.43 -4.99
H -0.37 -0.02 -2.88
H -7.74 -5.74 0.41
H -3.83 1.87 -0.35
C -5.59 -5.81 0.18
C 2.49 -3.62 13.15
O 0.34 -1.05 -0.96
O 9.23 2.31 -5.68
H 1.38 -1.68 7.85
C 7.89 2.28 -5.43
C -5.32 0.43 -0.97
H 1.03 -1.83 9.59
C -6.98 -5.63 -0.36
O -4.81 -4.95 -0.63
H 0.90 6.60 -8.27
H 2.50 -3.22 14.16
O -0.35 -2.44 11.68
O -1.37 -2.10 0.13
O 1.84 -2.70 12.29
H -0.11 7.18 -6.93
O 2.11 4.79 -6.13
H -1.27 4.36 -4.49
O 2.81 2.89 -5.05
C 8.10 1.92 -7.62
H -1.28 2.78 -0.20
C 1.17 -2.39 8.66
O 7.19 1.91 -6.55
C -0.86 -1.09 5.03
H -3.26 -2.83 -2.36
H -5.19 2.57 -1.27
H 1.94 -5.50 12.21
H 8.03 2.88 -8.14
C -5.87 0.74 1.17
C -0.31 -1.40 2.89
H -2.93 -3.45 0.30
H 9.68 0.67 -6.83
H -7.20 -6.31 -1.18
C 4.10 2.38 -4.77
C -0.12 6.77 -7.94
H 7.88 1.11 -8.33
H -5.51 -5.49 1.22
C -5.66 -3.99 -1.12
H -6.23 0.44 -1.57
H -0.67 4.90 -8.88
H -1.23 -1.40 2.29
H -4.53 -0.09 -1.53
C -2.08 7.30 -8.89
H -0.98 4.96 -7.13
H -5.25 -6.84 0.10
O -2.96 7.96 -9.41
H -1.00 0.76 -4.52
H -0.47 -3.66 9.25
C 0.10 -0.03 3.31
O -0.78 7.69 -8.79
H 0.51 3.57 -4.42
C 4.95 3.60 -4.66
C -0.39 2.84 -0.97
O -6.96 -4.30 -0.86
H 0.54 2.18 -0.67

Here are the Löwdin charges for atoms 1 to 2, given in e:
1. O 0.061
2. C -0.140



A structure of composition C61H48BaBr4Cl2FGeO4P3 at a distorted geometry, computed with the ωB97M-V functional and the def2-TZVPD basis.

The energy is -17097.0752 a.u. The HOMO energy comes out at -5.704 eV. As for the strongest force on any atom: 2.9 eV/Å.

Atoms and positions in Å:
H -1.04 -0.73 -6.71
C -3.80 -0.62 -0.38
H 3.01 -1.49 6.68
H -0.08 2.89 -4.68
Ba 1.26 -1.10 0.34
Ge -2.23 2.01 0.12
C -6.01 0.97 -1.08
C -6.18 -0.40 -0.81
H -4.61 2.58 -1.05
H -6.83 1.60 -1.46
C -3.99 -2.66 2.08
C -0.34 0.24 -4.91
H 0.25 -2.54 -2.61
C 0.92 5.60 2.15
Br 6.19 0.01 -2.31
C 6.18 -2.78 -2.30
C 2.83 2.52 -3.77
C -1.76 1.68 4.50
Br 6.75 -5.57 -2.42
C 2.46 -0.86 6.00
H 4.77 3.01 -4.47
F -3.27 3.41 0.59
C -1.63 2.99 -1.59
C -2.58 4.64 -3.18
C -0.79 3.19 -3.92
H -3.27 5.46 -3.37
O 0.59 -2.65 -1.71
C 1.39 6.08 3.39
C -2.78 -4.47 -1.24
C -1.71 4.18 -4.20
C 2.99 0.41 5.66
H 6.16 0.54 1.88
O 1.97 -5.16 3.33
C 5.11 0.38 2.14
C -0.77 2.56 -2.68
Br 7.79 -2.71 -3.17
Cl 4.07 1.41 1.11
C 4.43 3.86 -2.49
C -3.73 1.42 2.59
H -4.91 -3.26 3.88
C -3.01 -4.86 -3.64
C 3.73 -3.10 -0.78
H 1.00 3.15 5.23
H -0.39 -0.78 4.19
C -3.12 -2.61 -2.74
C 2.38 1.16 4.68
H -0.89 -3.60 1.05
C 0.57 4.26 2.02
H -5.11 1.25 4.28
C 0.70 0.38 -4.00
C 1.45 5.21 4.47
P 0.34 1.67 2.79
C -3.65 0.78 -0.49
C -3.10 1.59 4.89
C -1.79 -3.56 1.70
H -1.09 -5.07 3.06
C 1.04 3.86 4.37
C -2.85 -2.74 1.30
C -4.74 1.52 -0.90
H 1.87 5.57 5.39
C -1.89 -4.39 2.81
C 0.93 -1.43 -6.22
C 5.73 -4.04 -1.84
C 3.47 4.00 -1.48
C 0.70 3.40 3.10
H 2.05 -6.13 3.13
Cl 4.81 -1.39 2.11
C 4.56 -4.23 -1.10
H -4.81 -2.01 1.78
H 1.00 -2.09 -7.06
H -2.72 -6.42 -2.15
H 0.23 3.82 1.06
C 2.25 3.33 -1.54
H 1.65 7.12 3.48
H -3.11 4.48 -1.15
H -3.16 -3.07 -4.83
H -3.20 -4.96 4.47
H 5.43 4.27 -2.44
C -2.40 1.53 2.14
H 0.80 6.31 1.32
O 2.68 -3.15 0.01
H -1.27 0.81 -4.81
H -5.17 -2.28 -0.55
C -4.09 1.37 3.92
O 3.38 -0.72 -1.30
C -0.21 -0.62 -6.03
H -4.52 1.29 1.85
H -3.37 1.66 5.92
C 1.26 -1.31 5.46
H -2.95 -5.54 -4.49
H 3.90 0.76 6.12
Br 3.93 -5.92 -0.76
H -7.14 -0.86 -0.82
C -2.81 -3.07 -1.46
H 1.22 -3.43 -1.72
P -2.44 -1.77 -0.17
H 0.84 -2.24 5.75
H 2.83 2.11 4.34
C -2.86 -5.33 -2.31
C -5.08 -1.19 -0.56
P 0.57 1.38 -2.46
C 1.15 0.76 4.13
H 1.54 3.35 -0.70
H -1.71 4.59 -5.19
C 1.99 -1.22 -5.31
C -1.41 1.60 3.14
C 5.36 -1.67 -2.08
C -3.12 -3.51 -3.83
C 4.12 -1.75 -1.37
H 2.53 1.95 -4.64
H 2.65 -0.28 -3.44
C 0.59 -0.48 4.58
H -2.66 -4.85 -0.20
C -2.48 4.08 -1.92
C -3.08 -4.35 3.57
H 2.92 -1.78 -5.42
C 4.08 3.13 -3.65
H 3.70 4.57 -0.57
C 1.88 -0.38 -4.21
H 4.92 0.66 3.21
H -3.38 -1.55 -2.86
C 1.96 2.54 -2.67
H -0.98 1.91 5.26
C -4.07 -3.43 3.24
H 2.33 -4.70 2.58

Here are the Löwdin charges for atoms 1 to 2, given in e:
1. H 0.093
2. C -0.410



A structure of composition C19H46B2NO27 at a distorted geometry, computed with the ωB97M-V functional and the def2-TZVPD basis.

Its net charge is -1. The energy is -2887.6343 a.u. The HOMO energy comes out at -7.498 eV. As for the strongest force on any atom: 16.6 eV/Å.

Atoms and positions in Å:
H -2.55 3.52 -1.19
H 1.55 -3.54 2.14
H -6.21 1.26 1.18
O 2.01 -3.43 -0.79
C -2.95 -0.94 1.42
H 3.14 1.24 3.63
H 1.46 4.71 -0.22
O -1.26 -1.67 -2.65
C -5.39 1.61 4.21
C -1.77 3.25 -0.34
H 3.61 0.57 5.02
O 1.76 -2.67 2.49
C -2.37 2.84 1.16
H 5.14 -1.07 -3.18
H -4.42 2.68 0.83
O 1.25 5.65 -0.10
C 5.04 -2.48 -1.33
O 4.40 4.91 -1.62
O 1.08 3.40 -3.61
O 5.06 3.34 0.56
H -3.65 -0.96 0.82
H 3.89 -0.64 -3.66
O 1.78 -6.71 -1.57
C -6.20 0.59 3.39
H -3.73 -0.42 3.39
H -1.27 2.47 -0.67
C -3.28 0.08 2.56
C -3.68 1.94 0.93
O 0.27 -4.28 -5.09
H -3.57 2.33 3.79
O 3.48 1.32 4.53
O 1.49 3.56 3.39
H 2.12 6.17 0.17
H -1.03 3.99 -0.33
O -0.16 -0.48 -1.09
H -6.07 2.32 4.52
O 1.33 1.35 -1.20
O 1.12 -2.06 -3.80
H -2.11 -0.59 0.70
O 1.84 -0.30 0.30
C 5.08 -2.90 0.03
H -2.25 0.46 3.03
O 6.03 -2.07 -1.89
H 1.54 -1.98 1.91
C 1.86 0.87 0.86
H -7.24 0.96 3.45
H -3.74 1.26 0.12
O 1.61 -1.16 -6.51
H 5.42 4.99 -1.70
O 4.74 -0.39 -3.83
C 1.79 1.84 -0.16
H -2.18 -4.39 1.02
H 5.81 3.72 0.77
H -2.80 -3.17 -0.05
H -4.95 1.10 4.73
H 0.89 -4.12 -5.80
H -2.30 -2.13 -3.68
C -2.63 -2.30 1.91
H 0.47 -3.53 -4.60
H 1.32 2.85 -2.81
H -1.64 2.39 1.61
C -0.26 -1.31 -2.06
N -4.21 1.15 2.17
H 1.71 4.12 -3.46
H -2.64 3.63 1.69
O 1.96 3.06 0.02
O 0.07 -4.42 -1.15
C 1.41 -4.47 -1.10
B 1.26 -0.13 -1.03
C -2.19 -3.20 0.73
H 2.48 -1.54 -6.72
H -1.20 -3.05 0.47
O 4.12 -3.00 -1.91
O 1.91 -0.87 -2.15
O -3.16 -2.63 -4.18
H -3.45 -2.87 2.44
H -6.11 -0.46 3.93
O 4.03 -3.72 0.34
H -4.65 3.04 2.74
C 2.17 -5.61 -1.30
H 1.19 4.18 2.60
H 4.49 4.03 -1.10
O 3.35 -5.29 -1.33
H -2.81 -3.61 -3.98
O 6.05 -2.87 0.83
O 1.77 1.01 2.03
C 0.99 -1.56 -2.70
H 4.57 3.51 1.34
C -4.39 2.17 3.23
H -5.66 -0.43 1.44
H 1.55 2.75 2.88
H 1.66 -1.22 -5.48
C -5.62 0.59 1.97
H -1.80 -2.33 2.68
B 3.41 -3.82 -0.95

Here are the Löwdin charges for atoms 1 to 2, given in e:
1. H 0.129
2. H 0.039



A cluster of 2 separate species, C4H12O in total at a distorted geometry, computed with the ωB97M-V functional and the def2-TZVPD basis.

The energy is -234.7995 a.u. The structure (SMILES) is CCC.CO. The HOMO energy comes out at -10.286 eV. As for the strongest force on any atom: 1.0 eV/Å.

Atoms and positions in Å:
C 0.22 0.74 0.11
H -0.16 -0.25 0.34
H -1.60 -0.79 -0.47
H 0.51 0.81 -0.93
H 1.50 2.15 1.18
C 2.63 0.36 0.83
C -2.50 -1.28 -0.82
H 0.96 0.73 2.10
O -2.33 -1.79 -2.13
C 1.29 1.08 1.13
H -0.66 1.38 0.26
H -2.89 -2.08 -0.20
H -3.23 -0.45 -0.76
H 3.07 -0.13 1.69
H 3.34 1.06 0.39
H 2.47 -0.40 0.06
H -2.62 -1.14 -2.78

Here are the Löwdin charges for atoms 1 to 2, given in e:
1. C -0.143
2. H 0.044



A structure of composition C24H18MoN7O4S, computed with the ωB97M-V functional and the def2-TZVPD basis.

Its net charge is +1. The energy is -2075.9474 a.u. The HOMO energy (alpha / beta) comes out at -10.321 / -10.097 eV. As for the strongest force on any atom: 0.5 eV/Å.

Atoms and positions in Å:
H 4.80 -0.53 1.62
C -2.16 0.46 4.51
C -4.17 1.06 -1.34
C -2.15 1.47 3.56
C -0.37 0.29 -3.00
C -0.62 -0.74 3.14
N 1.09 -1.62 0.42
C -1.36 -0.65 4.31
H -2.69 2.40 3.68
H 2.49 -0.55 -1.67
H -3.12 0.60 0.48
H -2.68 1.01 -4.36
O 0.33 -2.94 3.34
C -1.41 1.28 2.41
H -1.26 -1.44 5.05
C -0.06 0.30 -4.35
C 2.81 -0.09 1.02
N -0.67 -4.57 -0.23
C 4.56 1.51 0.93
C -2.80 0.92 -3.29
O 1.64 -1.20 2.68
C 0.45 -1.80 3.01
C -3.06 0.71 -0.60
C 2.33 2.04 0.27
H -4.89 1.44 -3.33
H 1.49 -0.01 -5.80
H -0.82 0.53 -5.08
N 0.55 0.00 -2.06
H -1.65 -4.80 -0.25
Mo -0.06 -0.03 0.02
S -1.49 -2.02 -0.21
H 5.60 1.79 1.08
C 2.17 -1.40 1.35
C -4.04 1.16 -2.71
C -1.27 2.35 1.35
H -2.74 0.56 5.42
C 4.13 0.22 1.22
C -1.74 0.58 -2.48
C 1.23 0.00 -4.75
N -1.87 0.48 -1.15
C 1.79 -0.30 -2.46
O -1.82 3.41 1.46
H 2.85 -2.26 1.35
H 3.94 3.44 0.23
H -0.04 -5.27 0.12
C 3.65 2.43 0.46
C -0.32 -3.27 -0.02
H -5.11 1.24 -0.84
O -0.50 1.98 0.36
H 1.58 2.72 -0.09
N -0.71 0.17 2.17
N 0.89 -2.98 0.33
C 2.17 -0.31 -3.78
N 1.92 0.80 0.54
H 3.19 -0.57 -4.04

Here are the Löwdin charges for atoms 1 to 2, given in e:
1. H 0.131
2. C -0.003